(1)
This record from OMol25 describes a cluster of 2 separate species, C14H16N2O5 in total at a distorted geometry. The level of theory is ωB97M-V/def2-TZVPD.

The value obtained for the relative energy (zero: lowest compared OMol25 entry of this formula, charge and spin) is 0.000 eV. The value obtained for the LUMO energy is -0.50 eV. The SMILES is NC1=C(COc2ccccc2)C(=O)OC1=O.CNC(C)=O. As for the gap between HOMO and LUMO: 8.280 eV.

Geometry as ORCA input:
```
! RIJCOSX wB97M-V def2-TZVPD def2/J DEFGRID3
* xyz 0 1
H 4.279 -1.578 0.539
C -3.465 -2.126 -3.531
C 5.014 0.245 0.766
O 5.726 2.257 1.710
H 0.498 2.479 1.145
H -1.909 2.759 0.956
H -2.455 -1.390 1.724
H 5.869 -1.525 0.784
O 3.696 3.351 1.585
H -5.468 -0.271 -2.445
H -3.913 -1.213 -3.909
H -0.021 -1.677 1.861
C 2.522 0.700 0.500
O 1.788 0.220 1.617
N -3.504 -2.182 -2.082
C 4.355 2.364 1.435
C 0.431 0.395 1.497
H -2.426 -2.176 -3.861
C -0.162 1.619 1.266
C -1.525 1.763 1.165
C 6.199 1.066 1.256
H 2.110 1.607 0.042
C -4.014 -1.266 -1.217
H -4.985 0.614 -0.994
C -2.359 0.678 1.331
H 2.541 -0.069 -0.290
H -4.004 -2.984 -3.936
H -3.878 0.540 -2.370
H -3.435 0.805 1.277
H -3.113 -2.990 -1.624
C -1.784 -0.553 1.580
O 7.347 0.724 1.211
C -4.625 -0.016 -1.802
C -0.416 -0.684 1.649
C 3.942 1.030 0.884
O -3.969 -1.464 -0.014
N 5.112 -1.050 0.295
*
```

(2)
This record from OMol25 describes the molecule C12H26FNO2S at a distorted geometry. The level of theory is ωB97M-V/def2-TZVPD.

The value obtained for the relative energy (zero: lowest compared OMol25 entry of this formula, charge and spin) is 0.263 eV. The value obtained for the LUMO energy is 0.74 eV. The SMILES is CCCCCCCCN(CC(C)C)S(=O)(=O)F. As for the gap between HOMO and LUMO: 11.090 eV.

Geometry as ORCA input:
```
! RIJCOSX wB97M-V def2-TZVPD def2/J DEFGRID3
* xyz 0 1
O 4.215 -1.373 1.775
C -1.396 2.386 -2.061
C 1.782 -2.652 -0.525
H -3.731 0.959 0.026
H 2.693 -0.764 -0.566
C 0.541 -3.405 -0.049
C -2.688 1.197 -0.189
H 2.654 -3.085 -0.031
H 1.700 -3.771 -2.386
H -0.973 1.892 0.880
H 1.095 -2.143 -2.488
C -1.943 1.451 1.120
H -0.368 -2.922 -0.407
S 3.213 -0.373 1.881
H 0.707 -0.247 2.972
H 2.836 -2.392 -2.433
H 0.494 -3.432 1.038
H -3.513 2.473 -1.724
H 0.278 3.415 -1.152
C -1.821 0.210 2.005
O 3.027 0.308 3.112
H 0.067 3.782 -2.867
H -2.502 2.215 1.665
H -2.556 3.339 -0.516
C -2.615 2.426 -1.109
N 1.790 -0.989 1.340
H -1.737 2.327 -3.095
H -2.260 0.358 -0.740
H -1.038 4.479 -1.643
H 0.750 0.849 1.614
C 1.887 -2.755 -2.044
H -1.625 0.487 3.040
H -0.845 -1.739 1.937
H -0.809 1.481 -1.891
H 0.953 -0.628 -0.596
H 0.585 -4.426 -0.422
H -0.858 -0.828 0.426
C 0.636 -0.202 1.889
C -0.723 -0.749 1.503
C -0.459 3.605 -1.933
F 3.546 0.740 0.826
H -2.765 -0.333 1.956
C 1.778 -1.171 -0.138
*
```

(3)
This record from OMol25 describes the molecule C2BrF3N2 at a distorted geometry. The level of theory is ωB97M-V/def2-TZVPD.

The value obtained for the relative energy (zero: lowest compared OMol25 entry of this formula, charge and spin) is 1.295 eV. The value obtained for the LUMO energy (spin up / spin down) is 0.58 / -3.81 eV. As for the gap between HOMO and LUMO (spin up / spin down): 7.201 / 7.597 eV.

Geometry as ORCA input:
```
! RIJCOSX wB97M-V def2-TZVPD def2/J DEFGRID3
* xyz 0 3
N 0.831 0.507 0.391
C -1.454 0.094 0.221
N -2.284 0.769 0.632
C -0.214 -0.583 -0.138
F 0.601 1.667 -0.318
F -0.039 -0.813 -1.362
Br 2.512 -0.015 -0.089
F 0.047 -1.626 0.663
*
```